C11H15IO12S2 | ωB97M-V/def2-TZVPD

Summary:
- HOMO: -9.5 eV
- SMILES string: CC[C@@H](I)C1=C(O)C(=O)OC1=O.O=S1(=O)OCCO1.O=S1(=O)OCCO1
- HOMO-LUMO gap: 8.56 eV
- F_max: 0.010 Eh/bohr

The geometry in ORCA input format:
```
! wB97M-V def2-TZVPD RIJCOSX def2/J DEFGRID3
* xyz 0 1
C 1.11 -2.39 1.34
C 0.62 -2.55 -0.09
C -0.75 -3.22 -0.24
I -0.51 -5.33 0.21
C -1.83 -2.56 0.58
C -1.97 -1.25 0.78
O -1.24 -0.20 0.40
C -3.17 -1.00 1.64
O -3.49 0.01 2.19
O -3.85 -2.17 1.74
C -2.99 -3.20 1.28
O -3.26 -4.33 1.50
H 0.61 -1.57 1.86
H 2.18 -2.17 1.33
H 0.97 -3.31 1.92
H 1.33 -3.13 -0.66
H 0.60 -1.56 -0.55
H -1.05 -3.24 -1.28
H -1.14 -0.16 -0.55
O 5.02 -0.19 -1.27
S 3.97 -0.67 -2.08
O 3.00 -1.58 -1.56
O 4.59 -1.25 -3.43
C 4.02 -0.61 -4.58
C 3.67 0.78 -4.08
O 3.18 0.54 -2.75
H 3.13 -1.16 -4.89
H 4.76 -0.60 -5.38
H 2.89 1.26 -4.66
H 4.55 1.43 -4.02
O -0.20 5.54 2.58
S -1.36 5.24 1.82
O -1.65 5.97 0.64
O -2.62 5.25 2.80
C -3.32 4.00 2.73
C -2.25 2.99 2.40
O -1.41 3.69 1.46
H -4.08 4.07 1.95
H -3.80 3.82 3.69
H -2.63 2.09 1.94
H -1.65 2.73 3.28
*
```